1.
{
  "formula": "ClHNO3P",
  "method": "the ωB97M-V functional and the def2-TZVPD basis",
  "elements": ["O", "N", "O", "H", "O", "P", "Cl"],
  "positions_angstrom": [[2.893, 0.243, 0.252], [1.740, -0.012, 0.287], [1.339, -0.946, 0.965], [0.964, 0.641, 0.055], [-1.074, 0.497, -0.778], [-2.102, 0.086, 0.149], [-3.760, -0.509, -0.931]],
  "smiles": "O=[NH+][O-].O=PCl",
  "e_homo_ev": -11.3,
  "homo_lumo_gap_ev": 9.840,
  "lumo_ev": -1.48
}


2.
{
  "formula": "ClHNO3P",
  "method": "the ωB97M-V functional and the def2-TZVPD basis",
  "elements": ["N", "O", "O", "O", "P", "Cl", "H"],
  "positions_angstrom": [[-0.274, 0.658, -0.117], [-2.607, -1.846, 0.216], [-1.242, 0.128, -0.908], [-0.811, 1.074, 0.966], [-2.435, -0.406, 0.284], [-4.067, 0.615, -0.170], [0.508, -0.011, -0.013]],
  "e_homo_ev": [-9.4, -10.1],
  "homo_lumo_gap_ev": [7.864, 8.166],
  "lumo_ev": [-1.58, -1.93]
}


Stability check: which of them is least stable? 2.


1.
{
  "formula": "C2H7BrN",
  "method": "the ωB97M-V functional and the def2-TZVPD basis",
  "elements": ["C", "C", "N", "Br", "H", "H", "H", "H", "H", "H", "H"],
  "positions_angstrom": [[1.510, 0.819, 0.238], [0.360, -1.249, -0.182], [0.421, -0.110, 0.293], [-3.376, -0.078, -0.545], [2.146, 0.988, 1.139], [2.226, 0.533, -0.597], [1.021, 1.768, -0.077], [-0.630, -1.733, -0.216], [1.339, -1.618, -0.619], [-0.450, 0.163, 0.938], [-4.568, 0.517, -0.372]],
  "total_charge": 1,
  "e_homo_ev": -14.6,
  "homo_lumo_gap_ev": 9.447,
  "lumo_ev": -5.16
}


2.
{
  "formula": "C2H7BrN",
  "method": "the ωB97M-V functional and the def2-TZVPD basis",
  "elements": ["C", "C", "N", "Br", "H", "H", "H", "H", "H", "H", "H"],
  "positions_angstrom": [[0.313, -0.823, 0.877], [-0.104, 0.515, 0.428], [-0.428, 0.618, -1.000], [-2.333, 0.903, 1.344], [1.330, -1.113, 0.547], [0.135, -0.672, 1.943], [-0.271, -1.642, 0.457], [0.492, 1.380, 0.619], [0.308, 0.810, -1.591], [-0.972, -0.200, -1.078], [-1.020, 1.334, -1.166]],
  "smiles": "C[C@@H]([NH3+])Br",
  "total_charge": 1,
  "e_homo_ev": -14.9,
  "homo_lumo_gap_ev": 8.917,
  "lumo_ev": -5.98
}


Stability check: which of them is least stable? 2.


1.
{
  "formula": "C5H12O4",
  "method": "the ωB97M-V functional and the def2-TZVPD basis",
  "elements": ["C", "C", "O", "O", "H", "H", "H", "H", "H", "H", "C", "C", "C", "O", "O", "H", "H", "H", "H", "H", "H"],
  "positions_angstrom": [[1.213, 0.013, -1.521], [-1.939, -0.796, -1.359], [-1.530, 0.231, -0.430], [1.218, -1.254, -1.323], [0.349, -1.511, -0.240], [0.396, 0.467, -2.100], [2.176, 0.506, -1.717], [-2.714, -0.332, -1.962], [-2.344, -1.650, -0.815], [-1.115, -1.129, -1.988], [1.918, 0.746, 0.856], [-0.975, 0.641, 1.819], [-0.649, -0.078, 0.544], [0.817, 0.838, -0.048], [-0.219, -1.310, 0.650], [2.098, -0.288, 1.160], [1.715, 1.362, 1.732], [2.810, 1.134, 0.359], [-0.205, 0.475, 2.566], [-1.103, 1.704, 1.624], [-1.916, 0.232, 2.191]],
  "e_homo_ev": -9.3,
  "homo_lumo_gap_ev": 10.186,
  "lumo_ev": 0.88
}


2.
{
  "formula": "C5H12O4",
  "method": "the ωB97M-V functional and the def2-TZVPD basis",
  "elements": ["C", "O", "C", "C", "O", "C", "C", "O", "O", "H", "H", "H", "H", "H", "H", "H", "H", "H", "H", "H", "H"],
  "positions_angstrom": [[1.794, -1.173, 1.212], [1.059, -1.381, -0.001], [-0.234, -0.927, -0.091], [-1.055, -0.930, 1.176], [-0.872, -1.523, -1.122], [-0.062, 0.860, -0.682], [-1.239, 1.593, -1.315], [0.288, 1.491, 0.544], [1.035, 0.949, -1.559], [1.770, -0.122, 1.500], [2.814, -1.474, 0.984], [1.395, -1.794, 2.015], [-2.070, -0.638, 0.922], [-0.649, -0.257, 1.924], [-1.070, -1.949, 1.567], [-0.484, -0.677, -1.674], [-0.912, 2.577, -1.659], [-2.036, 1.719, -0.583], [-1.625, 1.025, -2.160], [0.515, 2.413, 0.355], [1.636, 0.219, -1.350]],
  "smiles": "CO[C@](C)(O)C(C)(O)O",
  "e_homo_ev": -9.2,
  "homo_lumo_gap_ev": 9.900,
  "lumo_ev": 0.73
}


Stability check: which of them is least stable? 1.


1.
{
  "formula": "C6H32O10",
  "method": "the ωB97M-V functional and the def2-TZVPD basis",
  "elements": ["C", "O", "H", "H", "H", "H", "C", "O", "H", "H", "H", "H", "C", "O", "H", "H", "H", "H", "C", "O", "H", "H", "H", "H", "C", "O", "H", "H", "H", "H", "C", "O", "H", "H", "H", "H", "O", "H", "H", "O", "H", "H", "O", "H", "H", "O", "H", "H"],
  "positions_angstrom": [[2.018, -1.441, 1.841], [2.107, -0.084, 2.182], [2.276, -2.093, 2.677], [1.040, -1.722, 1.467], [2.684, -1.642, 1.011], [1.567, 0.264, 2.903], [3.108, -1.267, -4.218], [1.744, -1.242, -3.943], [3.400, -0.703, -5.152], [3.611, -0.848, -3.347], [3.417, -2.269, -4.337], [1.458, -0.370, -3.760], [-0.317, 2.106, 3.060], [0.739, 1.483, 3.902], [-0.052, 3.081, 2.764], [-0.587, 1.609, 2.130], [-1.209, 2.184, 3.694], [1.582, 2.028, 3.777], [1.375, 2.300, -3.643], [1.302, 1.146, -2.868], [2.248, 2.230, -4.343], [0.595, 2.199, -4.373], [1.469, 3.253, -3.165], [1.452, 1.351, -1.976], [-1.158, -0.657, -0.618], [-1.050, -1.985, -0.290], [-0.236, -0.118, -0.897], [-1.925, -0.461, -1.396], [-1.509, -0.124, 0.291], [-0.265, -2.476, -0.607], [-4.763, 1.418, 1.254], [-3.790, 2.204, 2.040], [-4.733, 1.673, 0.202], [-4.503, 0.329, 1.272], [-5.734, 1.577, 1.660], [-3.197, 1.504, 2.367], [1.280, -3.057, -1.851], [1.413, -2.345, -2.508], [2.136, -3.493, -1.789], [-2.684, -0.455, 3.058], [-2.705, -0.681, 3.983], [-2.593, -1.326, 2.507], [1.979, 1.844, 0.100], [2.223, 2.664, 0.526], [2.239, 1.170, 0.769], [-2.469, -2.833, 1.585], [-3.116, -3.404, 1.185], [-1.869, -2.524, 0.872]],
  "smiles": "CO.CO.CO.CO.CO.CO.O.O.O.O",
  "e_homo_ev": -9.8,
  "homo_lumo_gap_ev": 10.172,
  "lumo_ev": 0.34
}


2.
{
  "formula": "C6H32O10",
  "method": "the ωB97M-V functional and the def2-TZVPD basis",
  "elements": ["C", "C", "O", "H", "H", "H", "H", "H", "H", "C", "C", "O", "H", "H", "H", "H", "H", "H", "C", "C", "O", "H", "H", "H", "H", "H", "H", "O", "H", "H", "O", "H", "H", "O", "H", "H", "O", "H", "H", "O", "H", "H", "O", "H", "H", "O", "H", "H"],
  "positions_angstrom": [[3.582, -2.846, 0.649], [3.312, -1.462, 1.274], [2.606, -0.641, 0.361], [2.604, -3.138, 0.271], [3.876, -3.503, 1.466], [4.377, -2.772, -0.085], [4.252, -0.967, 1.545], [2.803, -1.577, 2.238], [2.561, 0.280, 0.673], [-0.172, -1.194, 3.349], [0.088, -0.992, 4.830], [-0.633, 0.147, 5.300], [0.285, -0.423, 2.723], [-1.220, -1.122, 3.070], [0.273, -2.143, 3.051], [1.147, -0.847, 5.071], [-0.150, -1.880, 5.426], [-0.306, 0.400, 6.167], [-1.042, 0.151, -6.016], [-0.525, 0.968, -4.833], [-0.660, 0.162, -3.655], [-0.763, -0.899, -5.962], [-0.811, 0.592, -6.983], [-2.129, 0.165, -5.881], [-1.073, 1.904, -4.720], [0.567, 1.041, -4.922], [-0.360, 0.664, -2.895], [-3.105, -0.576, -0.984], [-2.832, -0.556, -0.048], [-2.934, 0.319, -1.309], [-2.963, 2.530, -1.234], [-3.553, 2.942, -1.875], [-2.186, 3.125, -1.183], [-0.342, 3.533, -0.891], [-0.873, 3.358, -0.106], [0.099, 2.693, -1.063], [-0.495, 0.935, 0.149], [-1.178, 0.763, 0.816], [-0.195, 0.047, -0.130], [0.240, -2.009, -0.725], [1.060, -1.860, -0.223], [0.533, -2.356, -1.574], [-2.837, -0.021, 1.660], [-3.151, -0.346, 2.513], [-3.373, 0.767, 1.486], [2.123, 1.924, 1.121], [1.164, 1.853, 0.976], [2.308, 2.869, 1.113]],
  "smiles": "CCO.CCO.CCO.O.O.O.O.O.O.O",
  "e_homo_ev": -9.9,
  "homo_lumo_gap_ev": 10.064,
  "lumo_ev": 0.21
}


Stability check: which of them is least stable? 1.


1.
{
  "formula": "H66O33",
  "method": "the ωB97M-V functional and the def2-TZVPD basis",
  "elements": ["O", "H", "H", "O", "H", "H", "O", "H", "H", "O", "H", "H", "O", "H", "H", "O", "H", "H", "O", "H", "H", "O", "H", "H", "O", "H", "H", "O", "H", "H", "O", "H", "H", "O", "H", "H", "O", "H", "H", "O", "H", "H", "O", "H", "H", "O", "H", "H", "O", "H", "H", "O", "H", "H", "O", "H", "H", "O", "H", "H", "O", "H", "H", "O", "H", "H", "O", "H", "H", "O", "H", "H", "O", "H", "H", "O", "H", "H", "O", "H", "H", "O", "H", "H", "O", "H", "H", "O", "H", "H", "O", "H", "H", "O", "H", "H", "O", "H", "H"],
  "positions_angstrom": [[0.382, -3.948, 0.894], [0.063, -3.220, 0.362], [0.937, -4.455, 0.301], [1.839, -2.479, 5.277], [1.327, -2.064, 4.582], [1.463, -3.356, 5.360], [4.266, -1.637, 2.960], [3.682, -2.354, 3.209], [4.029, -1.439, 2.054], [-2.982, 1.912, 3.093], [-2.801, 2.407, 3.892], [-2.303, 2.190, 2.479], [-2.352, 4.388, 1.603], [-1.949, 4.672, 0.782], [-2.265, 5.143, 2.186], [-1.357, -3.786, -3.543], [-0.436, -3.569, -3.690], [-1.745, -3.789, -4.418], [0.013, 4.204, -0.771], [0.952, 4.376, -0.843], [-0.373, 5.059, -0.577], [-2.704, 2.473, -1.165], [-2.183, 2.613, -1.956], [-2.061, 2.435, -0.457], [-2.542, -2.411, 2.544], [-3.358, -2.129, 2.957], [-2.276, -1.667, 2.004], [-5.297, 0.340, 3.517], [-6.023, 0.886, 3.216], [-4.511, 0.820, 3.254], [4.592, -0.589, -4.229], [4.246, -1.026, -5.007], [3.835, -0.489, -3.652], [-5.314, -0.792, 0.808], [-5.710, -0.369, 0.047], [-5.768, -0.410, 1.559], [-5.381, 2.892, -0.564], [-4.527, 3.062, -0.962], [-5.808, 2.280, -1.164], [-0.116, -2.303, -1.271], [0.530, -2.829, -1.743], [-0.749, -2.043, -1.940], [2.500, -5.195, 2.409], [2.049, -6.025, 2.563], [1.844, -4.640, 1.989], [2.570, 3.968, -1.962], [3.350, 3.442, -2.136], [2.746, 4.806, -2.391], [2.065, 0.969, -4.949], [2.024, 0.449, -5.752], [1.403, 0.581, -4.377], [-3.076, -0.154, -2.420], [-3.916, -0.521, -2.696], [-3.297, 0.706, -2.062], [3.374, -1.965, 0.009], [3.656, -2.614, -0.636], [2.922, -1.296, -0.505], [0.104, -2.433, 3.201], [-0.844, -2.396, 3.078], [0.356, -3.295, 2.869], [1.676, -3.770, -2.816], [2.097, -4.457, -2.299], [1.973, -3.929, -3.712], [-0.666, 3.091, 4.753], [-0.555, 2.798, 3.848], [-1.445, 3.647, 4.731], [3.243, 1.816, 3.002], [4.162, 1.555, 3.061], [3.077, 1.902, 2.063], [-1.330, -6.001, 0.850], [-0.612, -5.385, 0.998], [-1.696, -5.744, 0.004], [-0.483, 2.500, -3.003], [-0.198, 3.017, -3.756], [-0.285, 3.049, -2.244], [2.712, 1.707, 0.608], [3.522, 1.514, 0.136], [2.059, 1.132, 0.209], [2.060, 4.630, 1.104], [1.768, 4.589, 2.015], [2.524, 3.805, 0.963], [-0.373, -0.022, -3.417], [-0.274, 0.920, -3.276], [-1.228, -0.232, -3.040], [4.064, 1.063, -1.805], [3.173, 1.410, -1.778], [4.304, 1.089, -2.731], [2.175, -1.130, -2.641], [2.107, -2.082, -2.709], [1.328, -0.806, -2.947], [0.142, 0.283, 0.126], [-0.810, 0.211, 0.064], [0.458, -0.613, 0.009], [0.122, 2.482, 2.334], [0.111, 1.557, 2.087], [0.697, 2.896, 1.690], [-2.594, -0.577, 0.339], [-2.582, -0.836, -0.583], [-3.523, -0.464, 0.543]],
  "e_homo_ev": -9.6,
  "homo_lumo_gap_ev": 8.465,
  "lumo_ev": -1.09
}


2.
{
  "formula": "H66O33",
  "method": "the ωB97M-V functional and the def2-TZVPD basis",
  "elements": ["O", "H", "H", "O", "H", "H", "O", "H", "H", "O", "H", "H", "O", "H", "H", "O", "H", "H", "O", "H", "H", "O", "H", "H", "O", "H", "H", "O", "H", "H", "O", "H", "H", "O", "H", "H", "O", "H", "H", "O", "H", "H", "O", "H", "H", "O", "H", "H", "O", "H", "H", "O", "H", "H", "O", "H", "H", "O", "H", "H", "O", "H", "H", "O", "H", "H", "O", "H", "H", "O", "H", "H", "O", "H", "H", "O", "H", "H", "O", "H", "H", "O", "H", "H", "O", "H", "H", "O", "H", "H", "O", "H", "H", "O", "H", "H", "O", "H", "H"],
  "positions_angstrom": [[0.235, 0.604, -3.798], [-0.381, 0.721, -4.521], [-0.194, 1.017, -3.048], [-1.525, -3.514, 4.057], [-1.228, -3.733, 4.941], [-1.260, -2.602, 3.935], [3.556, -4.546, -0.450], [3.135, -4.161, -1.218], [3.718, -3.804, 0.133], [1.878, 5.013, 0.485], [1.026, 4.577, 0.512], [2.399, 4.485, -0.119], [0.272, -2.317, -4.477], [0.310, -1.453, -4.068], [-0.663, -2.489, -4.588], [-5.382, 1.524, 1.918], [-5.520, 1.437, 0.975], [-4.507, 1.904, 1.999], [-3.199, -0.524, -4.227], [-2.598, -0.992, -3.647], [-3.324, -1.114, -4.970], [4.082, -2.058, -2.445], [4.611, -2.073, -1.647], [4.702, -1.842, -3.141], [-2.896, -0.551, 1.071], [-3.105, -1.484, 1.122], [-2.354, -0.469, 0.286], [1.566, -1.421, -1.033], [2.183, -1.446, -1.765], [2.113, -1.532, -0.255], [2.973, 0.408, -4.364], [2.047, 0.503, -4.141], [3.225, -0.436, -3.989], [-5.672, 2.653, -1.390], [-5.018, 2.813, -2.071], [-6.501, 2.594, -1.864], [-0.007, 3.111, 0.933], [-0.908, 2.923, 0.667], [0.416, 2.254, 0.969], [1.076, -5.145, 1.136], [1.172, -4.220, 1.364], [1.974, -5.470, 1.066], [-0.186, -0.858, 2.897], [0.726, -1.130, 2.795], [-0.401, -0.427, 2.069], [5.478, -1.847, -0.057], [5.218, -0.972, 0.231], [6.430, -1.860, 0.043], [-1.086, 2.068, -2.066], [-0.682, 2.862, -2.416], [-1.807, 2.384, -1.523], [5.108, -0.676, 2.856], [4.177, -0.452, 2.831], [5.424, -0.295, 3.676], [-0.920, 3.641, 3.727], [-1.403, 2.975, 3.238], [-1.462, 3.814, 4.497], [2.928, 3.434, -1.443], [2.806, 4.071, -2.147], [3.744, 2.984, -1.664], [-2.984, 3.049, -0.205], [-3.172, 3.396, 0.668], [-3.755, 3.276, -0.724], [-0.341, 0.284, 0.272], [0.371, -0.120, -0.223], [-0.896, 0.691, -0.394], [-2.710, 1.593, 2.681], [-3.071, 1.345, 3.533], [-2.791, 0.803, 2.147], [0.729, -4.281, -2.866], [0.549, -3.575, -3.486], [1.589, -4.613, -3.124], [-1.489, -1.835, -2.173], [-0.642, -1.989, -1.755], [-2.050, -2.537, -1.842], [2.283, -0.125, 4.565], [2.735, -0.663, 5.216], [1.419, 0.036, 4.945], [-4.830, -0.414, -2.056], [-4.209, -0.448, -2.784], [-5.055, 0.513, -1.975], [-5.725, -2.127, -0.504], [-5.365, -1.432, -1.054], [-4.998, -2.385, 0.063], [2.556, -2.712, 2.453], [3.195, -3.391, 2.669], [2.290, -2.354, 3.300], [-3.830, 2.802, -3.267], [-3.126, 3.371, -3.579], [-3.867, 2.092, -3.909], [-0.123, 0.650, 5.157], [-0.525, 0.122, 4.467], [-0.247, 1.554, 4.870], [4.909, 1.471, 0.818], [3.973, 1.273, 0.869], [4.995, 2.330, 1.231], [2.807, 1.759, 2.410], [2.275, 2.542, 2.552], [2.607, 1.195, 3.157]],
  "e_homo_ev": -10.1,
  "homo_lumo_gap_ev": 9.448,
  "lumo_ev": -0.70
}


Stability check: which of them is least stable? 1.


1.
{
  "formula": "CH5NO3P",
  "method": "the ωB97M-V functional and the def2-TZVPD basis",
  "elements": ["C", "N", "O", "O", "O", "P", "H", "H", "H", "H", "H"],
  "positions_angstrom": [[-0.088, -1.108, -0.814], [0.575, 1.575, 1.066], [0.644, 2.052, -1.370], [2.835, 1.017, -0.325], [-1.324, -0.434, -0.868], [1.319, 1.184, -0.422], [0.104, -1.697, 0.226], [0.176, -1.817, -1.572], [1.169, 1.378, 1.860], [-0.208, 0.937, 1.144], [-1.130, 0.513, -0.709]],
  "total_charge": -1,
  "e_homo_ev": [-3.3, -3.3],
  "homo_lumo_gap_ev": [7.423, 7.423],
  "lumo_ev": [4.12, 4.12]
}


2.
{
  "formula": "CH5NO3P",
  "method": "the ωB97M-V functional and the def2-TZVPD basis",
  "elements": ["C", "N", "O", "O", "O", "P", "H", "H", "H", "H", "H"],
  "positions_angstrom": [[2.306, -0.124, 0.511], [-1.683, 0.832, 0.441], [-2.364, -0.628, -1.485], [-2.979, 1.041, 0.393], [0.026, -0.861, -0.526], [-1.167, 0.140, -0.890], [2.251, -0.945, 1.162], [1.914, 0.686, 1.021], [3.384, -0.065, 0.019], [-3.207, 0.354, -0.347], [1.519, -0.428, -0.298]],
  "total_charge": -1,
  "e_homo_ev": [-4.6, -4.1],
  "homo_lumo_gap_ev": [7.813, 7.670],
  "lumo_ev": [3.25, 3.54]
}


Stability check: which of them is least stable? 2.